No. 1
Molecular formula: C9H18N2O
Method: DFT, ωB97M-V with the def2-TZVPD basis set

Geometry as XYZ:
```
30
Properties=species:S:1:pos:R:3:forces:R:3:mulliken_charge:R:1
C 3.23634 0.37358 -0.15524 0.59 0.72 0.63 0.9598
H 0.67415 -0.81863 0.39550 0.06 0.20 0.09 0.2994
H -1.40156 -1.61182 0.02399 -0.31 0.02 -0.17 0.1490
C -2.39171 -1.78847 -0.43989 -0.02 -1.29 -0.21 -0.7179
H -3.93974 0.22740 1.67869 0.06 -0.16 -0.04 0.3361
N -3.36893 -0.78306 -0.06864 -0.01 0.32 0.11 -0.1544
C -3.34682 -0.63863 1.36905 -0.10 -0.16 0.88 -0.9285
H -2.30795 -0.51240 1.75703 -0.38 0.02 -0.14 0.3072
H 4.41699 -0.67209 1.36767 -0.34 0.16 0.09 0.2648
H 3.32680 -0.36350 -1.94701 0.58 -0.07 0.59 0.3299
H 1.89962 1.27710 -1.50577 -0.10 0.05 0.38 0.3248
H -2.25217 -1.87401 -1.53963 -0.24 0.16 0.66 0.2971
C -4.01748 1.57586 -0.38196 -1.27 1.28 0.30 0.0486
H 1.25019 -1.15003 -1.21532 -0.18 0.08 -0.04 0.3151
H 3.81154 2.32544 0.85510 0.05 -0.35 -0.29 0.2501
H 5.19160 1.32069 0.16643 -0.05 -0.01 0.12 0.2688
H -2.07190 0.87296 -0.35588 0.16 0.03 -0.07 0.0573
C 0.85873 -0.35241 -0.57409 0.02 -0.27 -0.31 -0.6800
H -0.09271 -0.00352 -0.98400 0.11 -0.18 0.02 0.1400
N -4.73884 2.47324 -0.20500 1.31 -1.66 -0.26 -0.4267
H -3.78088 -1.52585 1.85161 0.17 0.19 -0.17 0.2949
H -3.06254 0.38303 -1.78461 0.21 0.06 0.84 0.3519
O 3.86155 -0.43674 -1.13062 -0.77 -0.09 -0.53 -0.5684
H -2.75568 -2.78181 -0.05766 0.35 0.88 -0.43 0.3525
H 2.93392 0.17822 2.08092 0.48 0.18 -0.49 0.2485
C -3.05300 0.49341 -0.66973 -0.11 0.22 -1.27 0.1006
C 4.16794 1.34587 0.51980 -0.36 0.32 0.29 -0.8801
C 1.84163 0.80653 -0.50475 -0.15 -0.38 -0.46 -0.9889
C 3.67352 0.12118 1.26668 -0.06 -0.58 -0.28 -0.7016
H 1.43738 1.53845 0.18733 0.31 0.28 0.15 0.3502
```
Forces are in eV/Å.

Properties
Multiplicity ... 1
LUMO ... 0.55 eV
Strongest force on any atom ... 2.13 eV/A
SMILES ... CCC1(O)CC1.CN(C)CC#N
Orbital gap ... 9.94 eV
E_HOMO ... -9.4 eV
E ... -538.39806 a.u.
ΔE to the lowest compared entry with this formula, charge and spin ... 122.2 kJ/mol

***

No. 2
Molecular formula: C9H18N2O2
Method: DFT, ωB97M-V with the def2-TZVPD basis set

Geometry as XYZ:
```
31
Properties=species:S:1:pos:R:3:forces:R:3:mulliken_charge:R:1
C -0.05438 1.23311 1.39086 -0.04 -0.01 0.42 -0.4426
H -1.28366 -1.49688 0.16388 -0.16 0.09 -0.02 0.2864
H -1.25040 1.59693 -1.68885 0.00 0.14 0.13 0.4361
H 1.64235 -0.60371 0.91292 -0.08 -0.03 -0.09 0.4761
H 3.25628 -0.13708 -0.69118 -0.03 -0.09 -0.07 0.3021
N 2.72023 -0.99165 -0.80663 0.14 -0.01 0.00 -0.7785
H 2.54589 -1.09605 -1.80235 0.05 0.10 0.06 0.2870
C 0.57400 0.19259 -0.81127 0.15 0.11 0.25 0.1836
H 1.42881 -3.01180 -2.02364 0.07 -0.06 -0.14 0.3430
H -0.05184 -2.05730 -2.14080 -0.06 -0.01 -0.08 0.2772
C 0.48549 -2.78296 -1.53606 0.07 0.07 0.17 -1.4878
H -2.71774 1.31686 0.30565 0.04 0.10 -0.07 0.2535
H -0.54598 2.72210 2.87810 0.11 -0.04 -0.11 0.3768
H -2.89697 2.95598 -0.36467 0.06 -0.12 -0.01 0.3470
O -1.88064 2.86206 1.38408 -0.08 0.05 0.09 -0.3788
H -1.04887 -3.16369 0.68232 -0.09 -0.06 0.02 0.4772
H -0.46100 2.98797 -0.92750 -0.07 -0.06 -0.07 0.2267
C -0.55252 2.62227 1.78987 0.27 -0.09 0.09 -0.7826
H -0.10150 -3.69747 -1.48614 -0.01 -0.12 0.00 0.4390
C 1.43761 -0.87075 -0.12718 0.08 -0.26 -0.07 0.1497
H -0.42026 -1.85008 1.67176 -0.06 0.06 0.13 0.2666
H 1.40481 -2.93372 0.38926 0.00 0.11 -0.01 0.3502
C -0.58773 -2.17925 0.64813 0.27 -0.09 -0.06 -1.4531
C -2.20329 2.27423 0.13427 -0.04 -0.09 -0.26 -0.4440
C 0.72602 -2.24653 -0.12707 -0.15 0.18 0.04 0.4073
O 0.50193 0.23541 -2.02906 0.06 -0.14 -0.29 -0.6990
H -0.69645 0.47603 1.85774 0.10 0.06 0.05 0.1870
N -0.08007 1.10881 -0.05408 -0.20 0.18 -0.08 0.1939
H 0.11921 3.38527 1.36855 -0.05 -0.09 0.08 0.3484
H 0.96366 1.11043 1.76863 -0.12 0.01 0.04 0.5249
C -0.97298 2.03888 -0.72955 -0.27 0.11 -0.14 -0.6733
```
Forces are in eV/Å.

Properties
Multiplicity ... 1
LUMO ... 0.69 eV
Strongest force on any atom ... 0.42 eV/A
SMILES ... CC(C)[C@@H](N)C(=O)N1CCOCC1
Orbital gap ... 9.91 eV
E_HOMO ... -9.2 eV
E ... -613.72272 a.u.
ΔE to the lowest compared entry with this formula, charge and spin ... 0.0 kJ/mol

***

No. 3
Molecular formula: C9H18N2OP
Method: DFT, ωB97M-V with the def2-TZVPD basis set

Geometry as XYZ:
```
31
Properties=species:S:1:pos:R:3:forces:R:3:mulliken_charge:R:1
H -2.05431 -1.03251 1.74138 -0.36 0.25 1.63 0.4354
H 2.62453 -1.27896 -0.96278 -1.74 -2.86 -1.59 0.3922
H 4.49952 -0.06063 0.99352 1.09 2.31 1.39 0.4337
N -2.86262 0.31122 -0.56318 -1.73 1.13 1.05 -0.9623
C 3.06260 -0.45882 -0.58827 2.44 5.38 1.48 -0.3111
H 3.72676 0.12477 -1.43080 -1.78 -1.46 2.10 0.3245
N -1.99877 -0.68889 -0.27830 0.86 -0.03 -1.67 1.0115
O 0.68348 0.98839 -1.04990 -0.55 -1.72 -0.55 -0.4875
H 1.08077 0.12946 1.19599 0.92 0.50 -0.59 0.1597
P 1.78894 0.71126 0.06852 -0.68 0.46 -1.86 0.5324
H 0.35354 -2.73209 -1.23248 -0.48 0.59 -0.88 0.5329
H -5.75801 0.67576 -0.02276 1.11 2.08 0.72 0.2625
C -1.27688 -1.14351 -1.32422 0.45 -0.93 0.49 -1.6521
C -0.38856 -2.03338 -0.84415 2.25 -1.45 0.00 -0.0132
H -3.74818 -0.08073 1.25549 0.21 -0.03 0.22 0.2855
C -0.51421 -2.03576 0.53358 0.23 -0.66 0.80 -0.7945
H 4.60533 -1.50230 0.27171 0.78 -0.91 -0.09 0.4028
H 0.22756 0.14765 -1.48259 0.90 1.67 1.39 0.4072
C 2.38464 2.48546 0.22377 -2.99 -3.09 1.63 -1.1138
H 3.36327 -1.35690 1.37384 -1.21 -0.67 1.75 0.4696
H -4.72451 2.20735 -0.66388 -0.53 -1.74 1.16 0.2474
H 3.22413 2.49649 0.79786 2.24 0.23 2.24 0.4568
C -4.90414 1.44928 0.20426 0.93 -0.69 -3.06 -0.9319
H -1.44912 -0.89002 -2.29591 -0.91 0.85 -2.30 0.6022
C 3.89630 -0.81798 0.67292 0.02 -1.19 -3.67 -1.4451
H 1.52324 2.99260 0.69490 0.66 0.32 -0.84 0.3592
C -1.55071 -1.24022 0.85954 -0.28 0.52 0.22 0.0439
H -4.94546 2.07889 1.05165 -0.95 0.23 1.24 0.3331
H 2.74331 2.64122 -0.72501 -0.05 1.14 -2.58 0.3906
H 0.09169 -2.62408 1.16102 0.29 -0.60 0.88 0.5349
C -3.70418 0.53698 0.36429 -1.17 0.36 -0.72 0.0936
```
Forces are in eV/Å.

Properties
Multiplicity ... 1
LUMO ... -2.68 eV
Strongest force on any atom ... 6.09 eV/A
Total charge ... +1
Orbital gap ... 9.46 eV
E_HOMO ... -12.1 eV
E ... -879.49653 a.u.
ΔE to the lowest compared entry with this formula, charge and spin ... 133.9 kJ/mol

***

No. 4
Molecular formula: C9H18N2OS
Method: DFT, ωB97M-V with the def2-TZVPD basis set

Geometry as XYZ:
```
31
Properties=species:S:1:pos:R:3:forces:R:3:mulliken_charge:R:1
C -2.43661 -2.05169 -0.98967 3.56 2.39 -1.51 -1.4566
H 0.31187 2.54904 -0.39023 0.62 -0.13 0.07 0.4233
H 5.20611 1.21204 -1.38878 -0.21 -0.09 1.36 0.3000
H -4.72832 -0.34294 1.44508 -0.77 -0.92 2.02 0.4248
H -2.16100 -3.05396 -0.81675 0.01 -1.18 0.45 0.4082
C -4.77194 -0.02607 0.45929 -0.12 1.04 -0.56 -1.2620
C -0.71406 2.67216 -0.11677 -1.30 -0.82 0.08 -1.5107
H -1.22992 3.19094 -0.89185 -0.13 0.86 -0.57 0.4027
C 4.80349 -0.25905 0.20068 0.99 -0.17 0.13 0.0309
N -1.40067 -0.96231 0.97862 -0.07 0.43 -0.14 -0.4001
C -2.62897 -1.18361 0.23663 -0.11 -1.66 -0.44 -0.0762
H -5.30683 0.90669 0.38978 0.40 0.77 0.13 0.3814
H 6.43640 0.32422 -0.94599 3.32 -1.74 -0.91 0.4111
H -0.83608 3.16966 0.81144 0.45 1.00 0.76 0.3143
H -1.65089 -1.63079 -1.71646 -0.38 -0.49 1.35 0.2777
H -3.13644 -1.90408 0.82486 -1.34 0.02 1.28 0.3501
O 0.75213 0.20545 0.92429 1.09 0.35 0.06 -0.6340
H -3.19249 -1.91104 -1.64726 -3.23 -0.35 -1.59 0.4944
N -3.45578 -0.00105 -0.03907 2.87 1.85 -0.02 0.1536
H -5.28350 -0.59616 -0.23004 -1.75 -2.08 -0.72 0.3842
H -0.88857 -1.81328 1.23264 -0.59 0.11 -0.20 0.3953
C -1.46184 1.38088 0.05671 1.69 -1.52 -0.85 0.1424
H 4.82327 -2.03783 1.31944 -1.13 -1.18 0.79 0.3144
C -2.77834 1.22820 0.05126 0.90 -0.74 -0.20 -0.0381
H 6.35765 -1.24654 0.98802 2.54 -0.45 -0.05 0.2845
H -3.26934 2.18027 0.05337 -1.24 -0.01 -0.05 0.3815
C 5.34741 -1.29878 0.81524 -1.24 1.52 -0.54 -0.8850
H 5.96259 1.50535 0.16692 0.98 2.35 1.85 0.3277
H 3.77078 -0.06829 0.22640 -1.39 -0.09 -0.21 0.4360
S -0.34598 -0.06731 -0.00172 -0.51 1.09 0.64 0.4415
C 5.67465 0.76060 -0.45687 -3.90 -0.14 -2.42 -1.2175
```
Forces are in eV/Å.

Properties
Multiplicity ... 1
LUMO ... 0.77 eV
Strongest force on any atom ... 4.59 eV/A
Orbital gap ... 8.92 eV
E_HOMO ... -8.1 eV
E ... -936.49686 a.u.
ΔE to the lowest compared entry with this formula, charge and spin ... 453.8 kJ/mol